Entry 1:
Below is an isolated molecule of C2HF3O, with properties calculated with ωB97M-V with the def2-TZVPD basis set.

The value obtained for the highest occupied orbital energy is -11.35 eV. The energy above the lowest of the compared OMol25 structures with the same formula, charge and spin is 10.1 kcal/mol. As for the LUMO energy: -0.15 eV. Its orbital gap is 0.411 Ha. The spin multiplicity is 1.

```
7
Properties=species:S:1:pos:R:3:nbo_charge:R:1
O 0.21 -0.27 1.89 -0.409
C 0.01 0.30 0.90 0.365
C -0.02 -0.23 -0.50 0.868
F 1.07 -0.93 -0.81 -0.304
F -1.15 -1.01 -0.78 -0.329
F 0.02 0.78 -1.36 -0.311
H -0.14 1.37 0.65 0.121
```

=====

Entry 2:
Below is a cluster of 2 separate species, C2HF3O2 in total, with properties calculated with ωB97M-V with the def2-TZVPD basis set.

The value obtained for the highest occupied orbital energy is -10.52 eV. The energy above the lowest of the compared OMol25 structures with the same formula, charge and spin is 193.3 kcal/mol. As for the LUMO energy: -0.10 eV. Its orbital gap is 0.383 Ha. The spin multiplicity is 1.

```
8
Properties=species:S:1:pos:R:3:nbo_charge:R:1
C 1.52 -0.75 0.41 0.618
C -0.42 1.54 -0.66 0.664
O -0.90 -0.83 0.94 -0.433
O 0.36 -0.34 0.33 -0.316
F 1.75 -1.83 1.14 -0.317
F 0.48 1.64 -1.62 -0.326
F -1.30 0.72 -1.23 -0.359
H -1.49 -0.16 0.68 0.469
```

=====

Entry 3:
Below is a cluster of 2 separate species, C2HF3Si in total, with properties calculated with ωB97M-V with the def2-TZVPD basis set.

The value obtained for the highest occupied orbital energy (alpha / beta) is -12.08 / -12.08 eV. The energy above the lowest of the compared OMol25 structures with the same formula, charge and spin is 153.4 kcal/mol. As for the LUMO energy (alpha / beta): -3.39 / -3.34 eV. Its orbital gap (alpha / beta) is 0.319 / 0.321 Ha. The spin multiplicity is 1.

```
7
Properties=species:S:1:pos:R:3:nbo_charge:R:1
C -3.49 -0.04 -0.65 0.010
C -3.11 0.01 0.44 -0.009
F 1.73 0.65 1.46 -0.645
F 1.47 1.11 -0.99 -0.655
F 2.31 -1.12 -0.18 -0.654
Si 1.26 0.00 0.10 2.203
H -0.16 -0.60 -0.17 -0.250
```

=====

Entry 4:
Below is a cluster of 2 separate species, C2HF4P in total, with properties calculated with ωB97M-V with the def2-TZVPD basis set.

The value obtained for the highest occupied orbital energy (alpha / beta) is -9.61 / -9.38 eV. The energy above the lowest of the compared OMol25 structures with the same formula, charge and spin is 107.9 kcal/mol. As for the LUMO energy (alpha / beta): -1.58 / -1.50 eV. Its orbital gap (alpha / beta) is 0.295 / 0.289 Ha. The spin multiplicity is 1.

```
8
Properties=species:S:1:pos:R:3:nbo_charge:R:1
C 1.70 0.80 -0.32 -0.107
C -1.45 -0.67 0.34 0.965
F 2.90 1.12 -0.77 -0.327
F -2.06 -1.61 1.10 -0.329
F -1.50 -1.13 -0.92 -0.333
F -2.12 0.51 0.36 -0.331
P 1.53 0.05 1.27 0.293
H 1.01 0.93 -1.06 0.169
```

=====

Entry 5:
Below is a cluster of 2 separate species, C2HF6N2O2S in total, with properties calculated with ωB97M-V with the def2-TZVPD basis set.

The value obtained for the highest occupied orbital energy is -4.91 eV. As for the net charge: -1. As for the LUMO energy: 3.61 eV. Its orbital gap is 0.313 Ha. The spin multiplicity is 1.

```
14
Properties=species:S:1:pos:R:3:nbo_charge:R:1
C 1.11 -1.20 -0.19 1.043
C 1.21 1.99 0.65 0.843
N 0.59 0.06 -0.41 -0.649
N 1.32 0.81 0.44 -0.340
O -1.99 0.18 -1.26 -0.901
O -2.28 -0.18 1.16 -0.923
F 0.95 -1.72 1.01 -0.354
F 0.53 -2.20 -0.94 -0.368
F 2.44 -1.44 -0.46 -0.377
F -3.18 -1.75 -0.58 -0.551
F 0.24 3.00 0.18 -0.399
F 2.12 2.66 1.38 -0.327
S -1.86 -0.93 0.02 1.792
H -1.20 0.73 -0.98 0.512
```

=====

Entry 6:
Below is a structure of composition C2HFHgO2, with properties calculated with ωB97M-V with the def2-TZVPD basis set.

The value obtained for the highest occupied orbital energy (alpha / beta) is -21.34 / -21.34 eV. As for the net charge: +2. As for the LUMO energy (alpha / beta): -14.57 / -14.57 eV. Its orbital gap (alpha / beta) is 0.249 / 0.249 Ha. The spin multiplicity is 1.

```
7
Properties=species:S:1:pos:R:3:nbo_charge:R:1
O -0.97 -1.64 -0.44 -0.221
C -0.61 0.51 0.24 0.527
C -0.29 -0.90 0.18 0.709
O 0.84 -0.18 0.00 -0.740
Hg 2.70 -0.08 -0.37 1.648
F -0.97 1.24 -0.79 -0.175
H -0.69 1.05 1.19 0.253
```

=====

Entry 7:
Below is a structure of composition C2HFHoO2, with properties calculated with ωB97M-V with the def2-TZVPD basis set.

The value obtained for the highest occupied orbital energy (alpha / beta) is -17.54 / -20.12 eV. As for the net charge: +2. The energy above the lowest of the compared OMol25 structures with the same formula, charge and spin is 0.0 kcal/mol. As for the LUMO energy (alpha / beta): -11.16 / -12.43 eV. Its orbital gap (alpha / beta) is 0.235 / 0.282 Ha. The spin multiplicity is 6.

```
7
Properties=species:S:1:pos:R:3:nbo_charge:R:1
H 0.90 -2.07 0.17 -0.438
C -1.23 -0.08 -0.12 0.639
C -0.26 0.94 -0.18 0.668
O 0.95 0.72 -0.08 -0.802
O -2.14 -0.71 0.17 -0.185
F -0.77 2.15 -0.17 -0.204
Ho 2.55 -0.95 0.23 2.321
```

=====

Entry 8:
Below is a cluster of 2 separate species, C2HFN2O2 in total, with properties calculated with ωB97M-V with the def2-TZVPD basis set.

The value obtained for the highest occupied orbital energy (alpha / beta) is -9.44 / -9.44 eV. The energy above the lowest of the compared OMol25 structures with the same formula, charge and spin is 80.9 kcal/mol. As for the LUMO energy (alpha / beta): -0.58 / -0.58 eV. Its orbital gap (alpha / beta) is 0.326 / 0.326 Ha. The spin multiplicity is 1.

```
8
Properties=species:S:1:pos:R:3:nbo_charge:R:1
C 1.88 -1.55 -0.27 0.480
C 3.38 1.29 0.27 1.009
N 1.13 -0.64 -0.02 -0.116
N 0.60 0.29 0.61 -0.409
O 3.00 2.28 -0.16 -0.529
O 3.72 0.23 0.47 -0.487
F 1.64 -2.78 -0.74 -0.284
H 0.79 1.15 0.07 0.337
```

=====

Entry 9:
Below is an isolated molecule of C2HFN2OS, with properties calculated with ωB97M-V with the def2-TZVPD basis set.

The value obtained for the highest occupied orbital energy is -9.35 eV. The energy above the lowest of the compared OMol25 structures with the same formula, charge and spin is 46.6 kcal/mol. As for the LUMO energy: -0.76 eV. Its orbital gap is 0.316 Ha. The spin multiplicity is 1.

```
8
Properties=species:S:1:pos:R:3:nbo_charge:R:1
F -2.03 -0.97 -0.39 -0.247
C -0.95 -0.32 -0.11 0.517
N -0.91 0.90 0.32 -0.255
N 0.39 1.39 0.14 -0.114
O 1.25 0.25 0.01 -0.315
C 0.46 -0.81 -0.26 0.051
S 1.08 -2.22 -0.72 -0.001
H 0.71 1.77 1.00 0.365
```

=====

Entry 10:
Below is a structure of composition C2HFO2Y, with properties calculated with ωB97M-V with the def2-TZVPD basis set.

The value obtained for the highest occupied orbital energy is -2.34 eV. As for the net charge: -1. As for the LUMO energy: 2.61 eV. Its orbital gap is 0.182 Ha. The spin multiplicity is 1.

```
7
Properties=species:S:1:pos:R:3:nbo_charge:R:1
C 0.31 0.69 0.09 0.358
C -0.29 0.06 -0.85 -0.050
O 0.71 1.94 0.37 -0.682
H 0.09 2.38 1.04 0.466
Y -1.04 -3.45 -1.23 0.739
O -0.61 -1.20 -1.06 -1.064
F 0.83 -0.41 1.63 -0.768
```

=====

Entry 11:
Below is a cluster of 2 separate species, C2HIN2O2 in total, with properties calculated with ωB97M-V with the def2-TZVPD basis set.

The value obtained for the highest occupied orbital energy (alpha / beta) is -10.68 / -9.99 eV. The energy above the lowest of the compared OMol25 structures with the same formula, charge and spin is 129.7 kcal/mol. As for the LUMO energy (alpha / beta): -2.80 / -1.76 eV. Its orbital gap (alpha / beta) is 0.290 / 0.302 Ha. The spin multiplicity is 1.

```
8
Properties=species:S:1:pos:R:3:nbo_charge:R:1
C 0.44 -0.63 1.62 0.112
C 1.26 -0.79 0.57 -0.234
N -0.10 -0.84 2.65 -0.164
N 1.07 -2.07 -0.24 0.482
O 0.15 -2.76 0.22 -0.346
O 1.67 -2.20 -1.28 -0.327
I 2.92 0.41 0.25 0.334
H 0.00 0.13 -0.77 0.142
```

=====

Entry 12:
Below is an isolated molecule of C2HIN2S2, with properties calculated with ωB97M-V with the def2-TZVPD basis set.

The value obtained for the highest occupied orbital energy is -8.87 eV. The energy above the lowest of the compared OMol25 structures with the same formula, charge and spin is 0.0 kcal/mol. As for the LUMO energy: -0.46 eV. Its orbital gap is 0.309 Ha. The spin multiplicity is 1.

```
8
Properties=species:S:1:pos:R:3:nbo_charge:R:1
C -0.77 -1.28 0.31 -0.056
C 1.63 -3.10 -0.46 0.014
N 1.33 -3.61 -1.43 -0.263
N 0.00 -0.24 0.23 -0.763
S 2.00 -2.26 0.96 0.252
S 1.75 -0.36 0.28 0.321
I -2.81 -0.79 0.11 0.096
H -0.26 0.73 0.06 0.399
```

=====

Entry 13:
Below is a cluster of 2 separate species, C2HN2O2 in total, with properties calculated with ωB97M-V with the def2-TZVPD basis set.

The value obtained for the highest occupied orbital energy (alpha / beta) is -3.82 / -3.84 eV. As for the net charge: -1. The energy above the lowest of the compared OMol25 structures with the same formula, charge and spin is 185.5 kcal/mol. As for the LUMO energy (alpha / beta): 3.41 / 3.70 eV. Its orbital gap (alpha / beta) is 0.265 / 0.277 Ha. The spin multiplicity is 1.

```
7
Properties=species:S:1:pos:R:3:nbo_charge:R:1
C -0.48 -1.34 -1.86 0.136
C -0.43 -1.87 -0.67 -0.097
N -0.86 -0.73 -2.83 -0.445
N 0.20 -2.80 0.03 0.418
O 0.71 -2.76 1.15 -0.482
O 0.10 -3.85 -0.67 -0.519
H 0.14 1.12 -0.30 -0.010
```

=====

Entry 14:
Below is the ion C2HN2O2 with charge -1, with properties calculated with ωB97M-V with the def2-TZVPD basis set.

The value obtained for the highest occupied orbital energy is -3.67 eV. As for the net charge: -1. The energy above the lowest of the compared OMol25 structures with the same formula, charge and spin is 68.5 kcal/mol. As for the LUMO energy: 4.54 eV. Its orbital gap is 0.302 Ha. The spin multiplicity is 1.

```
7
Properties=species:S:1:pos:R:3:nbo_charge:R:1
N 2.27 -1.25 0.00 -0.468
C 1.42 -0.46 -0.02 0.265
C 0.29 0.34 -0.01 -0.439
N -1.02 0.01 0.07 0.492
O -1.75 0.99 -0.06 -0.558
O -1.52 -1.09 0.07 -0.511
H 0.32 1.47 -0.05 0.220
```

=====

Entry 15:
Below is a cluster of 2 separate species, C2HN2OS in total, with properties calculated with ωB97M-V with the def2-TZVPD basis set.

The value obtained for the highest occupied orbital energy is -3.46 eV. As for the net charge: -1. The energy above the lowest of the compared OMol25 structures with the same formula, charge and spin is 20.1 kcal/mol. As for the LUMO energy: 3.34 eV. Its orbital gap is 0.250 Ha. The spin multiplicity is 1.

```
7
Properties=species:S:1:pos:R:3:nbo_charge:R:1
C -0.20 -1.56 0.36 0.408
C 2.14 0.15 0.42 0.478
N -0.65 -2.29 1.11 -0.608
N 0.09 -0.51 -0.32 -0.936
O 1.91 0.96 1.30 -0.537
S 3.00 -0.78 -0.52 -0.150
H 0.32 -0.72 -1.32 0.345
```

=====

Entry 16:
Below is an isolated molecule of C2HN3O, with properties calculated with ωB97M-V with the def2-TZVPD basis set.

The value obtained for the highest occupied orbital energy (alpha / beta) is -11.16 / -10.90 eV. The energy above the lowest of the compared OMol25 structures with the same formula, charge and spin is 53.5 kcal/mol. As for the LUMO energy (alpha / beta): -4.51 / -4.97 eV. Its orbital gap (alpha / beta) is 0.244 / 0.218 Ha. The spin multiplicity is 1.

```
7
Properties=species:S:1:pos:R:3:nbo_charge:R:1
C -1.30 0.64 -0.04 0.310
C 0.64 -0.85 0.10 0.664
N -1.81 1.60 0.39 -0.145
N -0.81 -0.45 -0.36 -0.188
N 1.47 0.11 -0.08 -0.562
O 0.67 -2.03 0.36 -0.436
H 1.14 0.96 -0.37 0.358
```

=====

Entry 17:
Below is an isolated molecule of C2HN3O2, with properties calculated with ωB97M-V with the def2-TZVPD basis set.

The value obtained for the highest occupied orbital energy is -10.25 eV. The energy above the lowest of the compared OMol25 structures with the same formula, charge and spin is 152.1 kcal/mol. As for the LUMO energy: -1.10 eV. Its orbital gap is 0.336 Ha. The spin multiplicity is 1.

```
8
Properties=species:S:1:pos:R:3:nbo_charge:R:1
O 1.67 0.23 -1.45 -0.496
C 0.73 0.34 -0.65 0.563
C 0.40 -0.88 0.32 -0.063
N -0.91 -0.91 0.69 -0.089
O -1.64 0.25 0.74 -0.116
N -1.16 1.36 0.35 0.198
N -0.01 1.55 -0.25 -0.256
H 0.93 -1.94 0.24 0.259
```

=====

Entry 18:
Below is an isolated molecule of C2HN3O2, with properties calculated with ωB97M-V with the def2-TZVPD basis set.

The value obtained for the highest occupied orbital energy (alpha / beta) is -11.30 / -11.30 eV. The energy above the lowest of the compared OMol25 structures with the same formula, charge and spin is 130.6 kcal/mol. As for the LUMO energy (alpha / beta): -1.97 / -1.97 eV. Its orbital gap (alpha / beta) is 0.343 / 0.343 Ha. The spin multiplicity is 1.

```
8
Properties=species:S:1:pos:R:3:nbo_charge:R:1
C -1.84 0.64 -0.14 0.355
C 1.57 -0.29 -0.17 0.493
N -2.91 1.00 -0.16 -0.190
N 0.39 0.22 -0.65 -0.255
N -0.63 -0.01 0.08 0.290
O -0.73 -0.80 1.00 -0.344
O 2.41 -0.89 -0.74 -0.464
H 1.75 0.13 0.78 0.113
```

=====

Entry 19:
Below is a structure of composition C2HN3O3, with properties calculated with ωB97M-V with the def2-TZVPD basis set.

The value obtained for the highest occupied orbital energy is -11.57 eV. The energy above the lowest of the compared OMol25 structures with the same formula, charge and spin is 161.0 kcal/mol. As for the LUMO energy: -1.57 eV. Its orbital gap is 0.368 Ha. The spin multiplicity is 1.

```
9
Properties=species:S:1:pos:R:3:nbo_charge:R:1
C 0.20 0.09 -0.21 0.540
C -1.23 -0.11 1.14 0.123
H -2.17 0.13 1.80 0.235
N 1.25 0.50 -1.11 0.473
N -0.62 0.83 0.42 -0.421
N -0.85 -1.35 0.82 -0.118
O 1.95 1.52 -0.82 -0.321
O 1.47 -0.43 -1.88 -0.311
O 0.00 -1.18 -0.17 -0.199
```

=====

Entry 20:
Below is an isolated molecule of C2HN3O7, with properties calculated with ωB97M-V with the def2-TZVPD basis set.

The value obtained for the highest occupied orbital energy (alpha / beta) is -8.86 / -11.98 eV. The energy above the lowest of the compared OMol25 structures with the same formula, charge and spin is 0.0 kcal/mol. As for the LUMO energy (alpha / beta): -1.41 / -4.39 eV. Its orbital gap (alpha / beta) is 0.274 / 0.279 Ha. The spin multiplicity is 3.

```
13
Properties=species:S:1:pos:R:3:nbo_charge:R:1
C -0.02 0.60 -2.04 0.650
C 0.04 -0.08 0.54 0.378
N 0.15 1.21 0.22 0.180
N 0.65 -1.32 0.04 0.483
N -0.61 -0.28 1.85 0.482
O 0.42 0.44 -3.10 -0.479
O 0.55 1.44 -1.09 -0.367
O -0.23 2.15 0.85 -0.174
O 0.68 -2.24 0.79 -0.328
O 1.09 -1.26 -1.06 -0.356
O -1.71 -0.81 1.75 -0.303
O 0.04 0.01 2.82 -0.274
H -1.06 0.13 -1.57 0.108
```

=====

| no. | largest force on an atom (eV Å⁻¹) |
| --- | --- |
| 1 | 3.4 |
| 2 | 4.3 |
| 3 | 7.6 |
| 4 | 5.2 |
| 5 | 3.7 |
| 6 | 7.5 |
| 7 | 3.5 |
| 8 | 3.3 |
| 9 | 3.7 |
| 10 | 4.2 |
| 11 | 5.1 |
| 12 | 0.9 |
| 13 | 4.3 |
| 14 | 3.0 |
| 15 | 4.6 |
| 16 | 3.1 |
| 17 | 5.7 |
| 18 | 3.3 |
| 19 | 4.1 |
| 20 | 6.0 |